{"formula": "C6H6", "method": "ωB97M-V/def2-TZVPD", "elements": ["C", "C", "C", "C", "C", "C", "H", "H", "H", "H", "H", "H"], "coordinates": [[-1.336, 0.590, 0.121], [-1.946, -0.554, 0.045], [-0.140, 1.451, 0.145], [0.676, -1.016, 0.609], [-0.480, -0.979, -0.400], [0.667, 0.160, -0.286], [-0.011, 2.294, -0.638], [-0.178, 1.827, 1.104], [0.267, -1.051, 1.572], [1.532, -1.605, 0.242], [-0.400, -1.376, -1.401], [1.348, 0.259, -1.113]], "mulliken_charge": [0.25, -0.79, -0.56, -0.66, 0.06, -0.21, 0.26, 0.28, 0.34, 0.25, 0.39, 0.40], "relative_energy_kj_mol": 613.9, "homo_energy_ha": -0.31865, "total_charge": 0, "fmax_ev_per_a": 3.4, "spin_multiplicity": 1}

=====

{"formula": "C26H23BrN5O5SSn", "method": "ωB97M-V/def2-TZVPD", "elements": ["Sn", "O", "C", "N", "C", "C", "C", "C", "C", "C", "N", "C", "C", "C", "C", "C", "N", "H", "H", "H", "H", "H", "H", "H", "H", "H", "H", "C", "C", "C", "C", "C", "C", "C", "S", "O", "O", "N", "C", "C", "O", "O", "H", "H", "H", "H", "H", "H", "H", "H", "H", "Br", "C", "C", "C", "C", "N", "C", "H", "H", "H", "H"], "coordinates": [[0.354, -0.902, -0.342], [0.003, -2.285, -4.587], [-0.054, -2.205, -3.344], [-0.423, -1.210, -2.568], [-0.867, 0.010, -3.180], [-1.944, 0.532, -2.260], [-2.946, 1.393, -2.677], [-3.887, 1.835, -1.768], [-3.810, 1.388, -0.470], [-2.784, 0.552, -0.104], [-1.871, 0.121, -0.988], [0.245, -3.481, -2.555], [0.719, -4.597, -3.233], [0.877, -5.765, -2.494], [0.623, -5.744, -1.115], [0.238, -4.560, -0.527], [0.034, -3.464, -1.252], [-0.078, 0.785, -3.272], [-1.293, -0.161, -4.170], [-2.935, 1.673, -3.711], [-4.640, 2.507, -2.134], [-4.543, 1.675, 0.268], [-2.637, 0.180, 0.907], [0.894, -4.583, -4.295], [1.177, -6.693, -2.935], [0.807, -6.674, -0.544], [0.086, -4.458, 0.541], [-1.464, 7.594, 1.851], [-0.887, 6.217, 1.566], [-1.665, 5.259, 0.942], [-1.102, 4.016, 0.641], [0.220, 3.709, 0.976], [0.992, 4.684, 1.617], [0.440, 5.938, 1.879], [0.936, 2.158, 0.581], [1.041, 2.099, -0.871], [2.170, 2.125, 1.336], [-0.102, 1.051, 0.989], [-0.175, 0.647, 2.377], [-0.527, -0.879, 2.460], [-0.437, -1.417, 3.550], [-0.918, -1.471, 1.379], [-2.522, 7.643, 1.512], [-0.894, 8.336, 1.332], [-1.432, 7.879, 2.920], [-2.697, 5.466, 0.704], [-1.732, 3.274, 0.156], [2.052, 4.495, 1.835], [1.064, 6.714, 2.316], [-0.968, 1.228, 2.852], [0.752, 0.834, 2.963], [4.424, -6.077, -0.591], [3.777, -4.697, 0.533], [3.314, -5.020, 1.811], [2.834, -3.987, 2.601], [2.843, -2.680, 2.100], [3.281, -2.406, 0.877], [3.732, -3.373, 0.085], [3.366, -6.047, 2.156], [2.480, -4.214, 3.590], [2.442, -1.847, 2.716], [4.012, -3.118, -0.933]], "mulliken_charge": [0.85, -0.83, -0.12, 0.00, -1.10, 0.84, -0.97, -0.29, -1.05, -0.15, 0.39, 0.56, -0.58, -0.28, -0.74, -0.27, 0.02, 0.18, 0.51, 0.44, 0.42, 0.44, 0.36, 0.47, 0.45, 0.37, 0.52, -1.43, 1.17, -0.98, 0.06, -0.53, -0.49, -0.68, 1.54, -0.75, -0.79, -0.03, -0.59, 0.39, -0.73, -0.58, 0.31, 0.35, 0.31, 0.32, 0.23, 0.44, 0.34, 0.30, 0.38, -0.18, 0.04, -0.19, -0.58, -0.14, -0.35, -0.17, 0.42, 0.42, 0.34, 0.39], "homo_energy_ha": -0.17004, "total_charge": -1, "fmax_ev_per_a": 1.4, "spin_multiplicity": 1}

=====

{"formula": "C3H8N2O4S", "method": "ωB97M-V/def2-TZVPD", "elements": ["C", "C", "N", "C", "N", "O", "S", "O", "O", "O", "H", "H", "H", "H", "H", "H", "H", "H"], "coordinates": [[0.728, 1.470, -0.698], [0.493, 0.018, -0.532], [0.915, -0.860, -1.494], [0.890, -0.532, 1.116], [0.327, 0.294, 2.000], [1.510, -1.537, 1.337], [-1.332, -0.045, -0.356], [-1.739, 1.064, 0.473], [-1.919, -0.104, -1.644], [-1.536, -1.448, 0.451], [-0.149, 2.033, -0.796], [1.180, 1.671, 0.281], [1.285, 1.865, -1.592], [0.169, -0.907, -2.173], [1.237, -1.746, -1.061], [-0.486, 0.805, 1.720], [0.441, 0.182, 2.957], [-2.015, -2.225, 0.010]], "mulliken_charge": [-1.33, 0.67, -0.68, 0.39, -0.23, -0.60, 1.10, -0.66, -0.64, -0.49, 0.37, 0.36, 0.35, 0.32, 0.29, 0.20, 0.22, 0.36], "smiles": "C[C@@](N)(C(N)=O)S(=O)(=O)O", "relative_energy_kj_mol": 86.4, "homo_energy_ha": -0.36255, "total_charge": 0, "fmax_ev_per_a": 3.9, "spin_multiplicity": 1}

=====

{"formula": "C25H45Cl19F3IO5S", "method": "ωB97M-V/def2-TZVPD", "elements": ["C", "C", "Cl", "C", "C", "C", "O", "C", "F", "F", "F", "O", "S", "O", "O", "O", "C", "I", "H", "H", "H", "H", "H", "H", "H", "H", "H", "Cl", "C", "C", "Cl", "H", "H", "H", "H", "Cl", "C", "C", "Cl", "H", "H", "H", "H", "Cl", "C", "C", "Cl", "H", "H", "H", "H", "Cl", "C", "C", "Cl", "H", "H", "H", "H", "Cl", "C", "C", "Cl", "H", "H", "H", "H", "Cl", "C", "C", "Cl", "H", "H", "H", "H", "Cl", "C", "C", "Cl", "H", "H", "H", "H", "Cl", "C", "C", "Cl", "H", "H", "H", "H", "Cl", "C", "C", "Cl", "H", "H", "H", "H"], "coordinates": [[4.983, -2.584, -0.835], [5.023, -1.439, 0.186], [4.898, -2.075, 1.861], [4.039, -0.294, -0.118], [2.758, -0.254, 0.679], [1.898, -1.503, 0.542], [0.680, -1.208, 1.220], [-0.215, -2.212, 1.326], [-0.924, -2.403, 0.193], [0.358, -3.393, 1.640], [-1.084, -1.889, 2.308], [1.947, 0.757, -0.058], [1.291, 1.856, 0.826], [1.944, 3.105, 0.645], [-0.126, 1.826, 0.734], [1.670, 1.174, 2.239], [2.785, 0.337, 2.096], [4.524, 1.563, 2.591], [5.065, -3.546, -0.347], [4.093, -2.558, -1.462], [5.830, -2.468, -1.504], [6.012, -1.010, 0.119], [4.551, 0.656, -0.056], [3.736, -0.402, -1.151], [2.423, -2.337, 0.995], [1.739, -1.659, -0.520], [2.821, -0.417, 2.863], [4.849, 6.385, -0.725], [3.381, 5.962, -1.655], [3.273, 4.483, -1.909], [4.525, 3.887, -3.038], [3.402, 6.523, -2.584], [2.515, 6.283, -1.064], [2.308, 4.264, -2.365], [3.359, 3.913, -0.989], [1.946, -5.522, 3.203], [0.275, -6.115, 2.998], [0.164, -7.602, 3.191], [0.955, -8.515, 1.875], [-0.070, -5.819, 2.013], [-0.331, -5.604, 3.746], [-0.888, -7.884, 3.184], [0.608, -7.921, 4.131], [1.254, 8.195, -4.139], [-0.441, 7.685, -4.335], [-0.682, 6.271, -3.877], [0.109, 5.069, -4.937], [-0.706, 7.814, -5.381], [-1.045, 8.365, -3.737], [-1.752, 6.066, -3.906], [-0.326, 6.099, -2.859], [0.280, 6.615, -0.679], [-0.468, 5.769, 0.707], [-1.384, 6.653, 1.511], [-0.505, 7.924, 2.403], [0.336, 5.364, 1.317], [-1.037, 4.939, 0.292], [-1.889, 6.044, 2.250], [-2.128, 7.138, 0.885], [2.932, -1.799, -3.285], [1.549, -1.690, -4.413], [0.591, -0.591, -4.035], [-0.275, -0.951, -2.519], [1.061, -2.661, -4.429], [1.963, -1.493, -5.400], [-0.161, -0.482, -4.814], [1.102, 0.361, -3.910], [-2.812, 3.599, -1.419], [-3.499, 2.501, -0.189], [-4.542, 3.216, 0.626], [-3.754, 4.462, 1.632], [-2.687, 2.137, 0.435], [-3.935, 1.656, -0.719], [-5.052, 2.528, 1.298], [-5.285, 3.698, -0.004], [-2.566, -8.070, -0.283], [-3.058, -9.309, 0.900], [-4.068, -8.770, 1.878], [-3.348, -7.546, 2.955], [-2.162, -9.665, 1.402], [-3.494, -10.134, 0.340], [-4.439, -9.575, 2.510], [-4.911, -8.311, 1.369], [-6.544, 3.922, 6.279], [-5.675, 5.025, 5.180], [-4.822, 6.018, 5.925], [-5.801, 7.198, 6.834], [-6.412, 5.525, 4.557], [-5.045, 4.407, 4.543], [-4.219, 6.584, 5.217], [-4.159, 5.522, 6.628], [1.187, -5.402, -3.393], [-0.200, -6.521, -3.341], [0.238, -7.961, -3.410], [0.923, -8.376, -5.004], [-0.866, -6.269, -4.163], [-0.722, -6.340, -2.403], [-0.619, -8.611, -3.253], [0.987, -8.184, -2.655]], "mulliken_charge": [-0.98, 0.15, -0.16, -1.93, 1.10, -0.69, -0.36, 0.95, -0.26, -0.26, -0.26, -0.26, 1.32, -0.59, -0.42, -0.37, -0.50, 0.04, 0.34, 0.00, 0.35, 0.54, 0.51, 0.20, 0.42, 0.23, 0.75, -0.22, 0.08, 0.10, -0.24, 0.30, -0.17, 0.19, -0.01, -0.20, -0.42, 0.00, -0.20, 0.26, 0.35, -0.16, 0.37, -0.17, -0.47, 0.28, -0.20, 0.40, 0.29, 0.31, -0.41, -0.20, 0.32, -0.31, -0.21, 0.30, -0.40, 0.11, 0.41, -0.12, -0.35, -0.57, -0.12, 0.16, 0.35, 0.39, 0.33, -0.13, -0.44, -0.50, -0.13, 0.16, 0.39, 0.33, 0.33, -0.13, -0.52, -0.44, -0.17, 0.27, 0.37, 0.30, 0.34, -0.19, -0.23, -0.36, -0.19, 0.33, 0.10, 0.21, 0.34, -0.17, -0.32, -0.40, -0.20, 0.37, 0.11, 0.27, 0.32], "smiles": "C[C@H](Cl)C[C@]1(COC(F)(F)F)OS(=O)(=O)O[C@@H]1I.ClCCCl.ClCCCl.ClCCCl.ClCCCl.ClCCCl.ClCCCl.ClCCCl.ClCCCl.ClCCCl", "homo_energy_ha": -0.36241, "total_charge": 0, "fmax_ev_per_a": 1.5, "spin_multiplicity": 1}